[1]
The following is a quantum chemistry calculation of a cluster of 2 separate species, C3H6O3P in total at a distorted geometry, from OMol25.

Results
largest force on an atom = 3.17 eV/A
orbital gap = 8.07 eV
lowest unoccupied orbital energy = 3.673 eV
HOMO = -4.395 eV
relative energy (zero: lowest compared OMol25 entry of this formula, charge and spin) = 84.4 kJ/mol

```
! wB97M-V def2-TZVPD RIJCOSX def2/J DEFGRID3
* xyz -1 1
C -1.3918 -0.2514 0.7154
C -0.5837 -1.2686 -0.1722
C -0.7438 0.9898 1.1729
O 3.8273 1.0233 -2.3603
O -2.4745 -0.5262 1.1618
O 1.7052 0.2601 -1.1594
P 2.3610 0.5993 -2.4899
H -0.0771 -1.8392 0.5687
H 0.2682 -0.8925 -0.8303
H -1.3810 -2.0168 -0.5175
H 0.1320 1.4053 0.6407
H -1.5124 1.7104 1.1593
H -0.1293 0.8066 2.1108
*
```

Atom charges from the Löwdin analysis, given in e for atoms 1 to 6: atom 1 (C): -0.512, atom 2 (C): -0.034, atom 3 (C): -0.046, atom 4 (O): -0.642, atom 5 (O): 0.027, atom 6 (O): -0.634

***

[2]
The following is a quantum chemistry calculation of a cluster of 2 separate species, C3H6O3S in total at a distorted geometry, from OMol25.

Results
largest force on an atom = 3.61 eV/A
orbital gap (alpha / beta) = 6.50 / 7.62 eV
lowest unoccupied orbital energy (alpha / beta) = -2.605 / -2.040 eV
HOMO (alpha / beta) = -9.100 / -9.665 eV
relative energy (zero: lowest compared OMol25 entry of this formula, charge and spin) = 263.9 kJ/mol

```
! wB97M-V def2-TZVPD RIJCOSX def2/J DEFGRID3
* xyz 0 1
C 3.1077 -1.0224 0.1183
C -2.1925 0.3404 -0.4898
C -1.0165 0.1091 0.4695
O 4.1053 -0.6962 -0.4842
O 1.9793 -0.4665 0.4335
O 0.2002 2.1459 -0.6908
S 0.3772 1.3506 0.4940
H 2.9425 -1.9803 0.6291
H -3.0098 1.1447 -0.2215
H -1.8384 0.4381 -1.5075
H -2.8853 -0.6361 -0.5830
H -0.5843 -0.8471 0.3647
H -1.1855 0.1197 1.4678
*
```

Atom charges from the Löwdin analysis, given in e for atoms 1 to 6: atom 1 (C): -0.523, atom 2 (C): -0.134, atom 3 (C): -0.390, atom 4 (O): 0.040, atom 5 (O): -0.168, atom 6 (O): -0.447

***

[3]
The following is a quantum chemistry calculation of a cluster of 2 separate species, C3H6O3S in total at a distorted geometry, from OMol25.

Results
largest force on an atom = 3.25 eV/A
orbital gap = 8.38 eV
lowest unoccupied orbital energy = -0.128 eV
HOMO = -8.504 eV
relative energy (zero: lowest compared OMol25 entry of this formula, charge and spin) = 186.3 kJ/mol

```
! wB97M-V def2-TZVPD RIJCOSX def2/J DEFGRID3
* xyz 0 1
C 0.0989 0.4406 -0.6818
C 0.1161 -0.9312 -1.2412
C 0.5373 1.4896 1.6036
O 0.5422 2.6509 1.2978
O -0.4662 0.6992 1.9800
O 1.6647 0.8310 1.9442
S -1.0463 1.5458 -1.3269
H -0.7626 -1.1093 -1.8235
H 0.3763 -1.6455 -0.4242
H 1.2126 -0.9659 -1.8380
H -0.3644 2.6248 -0.7473
H -1.3321 1.0138 1.6372
H 1.5909 -0.1817 1.9260
*
```

Atom charges from the Löwdin analysis, given in e for atoms 1 to 6: atom 1 (C): -0.523, atom 2 (C): -0.224, atom 3 (C): -0.763, atom 4 (O): 0.076, atom 5 (O): 0.080, atom 6 (O): 0.081

***

[4]
The following is a quantum chemistry calculation of a structure of composition C3H6O4STl at a distorted geometry, from OMol25.

Results
largest force on an atom = 5.38 eV/A
orbital gap = 4.01 eV
lowest unoccupied orbital energy = -20.503 eV
HOMO = -24.514 eV

```
! wB97M-V def2-TZVPD RIJCOSX def2/J DEFGRID3
* xyz 3 1
C 2.1071 0.6767 0.2554
C 0.6521 0.1090 -0.1214
C 0.1149 -1.1973 0.4915
O -1.3385 -1.0519 0.6698
S -1.7517 0.4577 0.2665
O -2.5646 1.1440 1.2645
O -2.4280 0.6858 -1.0767
O -0.2652 1.1739 0.1426
H 2.5077 0.1936 1.1747
H 2.7728 0.5128 -0.6032
H 2.0035 1.7651 0.3856
H 0.6551 0.0643 -1.2661
H 0.1577 -1.9877 -0.3094
H 0.6570 -1.6243 1.3684
Tl -3.2799 -0.9215 -2.6422
*
```

Atom charges from the Löwdin analysis, given in e for atoms 1 to 6: atom 1 (C): 0.141, atom 2 (C): -0.214, atom 3 (C): 0.021, atom 4 (O): -0.062, atom 5 (S): 0.821, atom 6 (O): 0.012

***

[5]
The following is a quantum chemistry calculation of a structure of composition C3H6O5P2 at a distorted geometry, from OMol25.

Results
largest force on an atom = 8.20 eV/A
orbital gap (alpha / beta) = 6.31 / 7.58 eV
lowest unoccupied orbital energy (alpha / beta) = -0.659 / -3.202 eV
HOMO (alpha / beta) = -6.964 / -10.781 eV

```
! wB97M-V def2-TZVPD RIJCOSX def2/J DEFGRID3
* xyz 0 3
C 1.0720 -3.2949 0.6586
C -0.0740 -2.5365 0.8274
C -1.4921 3.0165 -0.2588
O -1.7481 -0.8777 -0.5759
O 0.2602 -0.0353 0.9714
O -0.6140 2.0765 2.3621
O 0.4357 -1.6827 -1.7297
O -0.8245 1.8465 -0.2994
P -0.4054 -1.5144 -0.5714
P -0.3616 1.2668 1.1309
H 1.5347 -3.8186 1.5006
H 1.7862 -3.3414 -0.2373
H -0.5452 -2.3075 1.7614
H -1.5100 3.6104 0.6798
H -2.4963 2.8116 -0.5332
H -1.1977 3.6047 -1.0583
*
```

Atom charges from the Löwdin analysis, given in e for atoms 1 to 6: atom 1 (C): -0.050, atom 2 (C): -0.196, atom 3 (C): -0.164, atom 4 (O): -0.328, atom 5 (O): -0.289, atom 6 (O): -0.229

***

[6]
The following is a quantum chemistry calculation of a cluster of 2 separate species, C3H6O6S2 in total, from OMol25.

Results
largest force on an atom = 0.97 eV/A
orbital gap = 8.01 eV
lowest unoccupied orbital energy = 5.924 eV
HOMO = -2.089 eV
relative energy (zero: lowest compared OMol25 entry of this formula, charge and spin) = 0.0 kJ/mol

```
! wB97M-V def2-TZVPD RIJCOSX def2/J DEFGRID3
* xyz -2 1
C -0.0141 0.4528 0.6904
C -2.3505 0.3222 -0.2503
C -1.4608 0.7582 0.6141
O -1.1290 3.1086 1.6798
O 3.3882 -1.2834 -2.3993
O -3.4033 2.2180 1.6813
O -1.7150 1.2581 3.1736
O 1.9569 -3.2849 -1.5550
O 3.6242 -2.2698 -0.0576
S -1.9767 1.9313 1.8990
S 2.4897 -2.0332 -0.9889
H 0.4181 0.2370 -0.2856
H 0.1570 -0.4094 1.3321
H 0.4753 1.3139 1.1390
H -3.3698 0.6675 -0.1621
H -2.1177 -0.3678 -1.0532
H 4.1871 -0.9519 -1.9894
*
```

Atom charges from the Löwdin analysis, given in e for atoms 1 to 6: atom 1 (C): -0.105, atom 2 (C): -0.006, atom 3 (C): -0.418, atom 4 (O): -0.399, atom 5 (O): -0.413, atom 6 (O): -0.417

***

[7]
The following is a quantum chemistry calculation of a structure of composition C3H6ORb at a distorted geometry, from OMol25.

Results
largest force on an atom = 1.13 eV/A
orbital gap = 9.88 eV
lowest unoccupied orbital energy = -3.890 eV
HOMO = -13.766 eV
relative energy (zero: lowest compared OMol25 entry of this formula, charge and spin) = 8.8 kJ/mol

```
! wB97M-V def2-TZVPD RIJCOSX def2/J DEFGRID3
* xyz 1 1
Rb -1.3187 -0.4409 -3.5278
C -0.5806 0.9050 0.9998
C -0.3251 -0.2059 0.0312
O -1.2267 -0.6201 -0.6845
C 1.0668 -0.7396 -0.1405
H -0.1475 1.8658 0.7068
H -0.1700 0.7226 1.9944
H -1.6543 1.0698 1.0830
H 1.6557 -0.0728 -0.7753
H 1.1080 -1.7611 -0.5080
H 1.5922 -0.7227 0.8209
*
```

Atom charges from the Löwdin analysis, given in e for atoms 1 to 6: atom 1 (Rb): 1.015, atom 2 (C): -0.004, atom 3 (C): -0.488, atom 4 (O): -0.090, atom 5 (C): -0.008, atom 6 (H): 0.102

***

[8]
The following is a quantum chemistry calculation of the ion C3H6OS with charge -2 at a distorted geometry, from OMol25.

Results
largest force on an atom = 1.65 eV/A
orbital gap = 5.18 eV
SMILES string = [O-]CCC[S-]
lowest unoccupied orbital energy = 6.309 eV
HOMO = 1.131 eV
relative energy (zero: lowest compared OMol25 entry of this formula, charge and spin) = 19.0 kJ/mol

```
! wB97M-V def2-TZVPD RIJCOSX def2/J DEFGRID3
* xyz -2 1
O 2.0829 1.2141 -0.8566
C 1.2197 0.5921 0.0267
C -0.0844 0.0621 -0.5778
C -1.0077 -0.5539 0.4810
S -2.6931 -1.1492 -0.1561
H 0.9037 1.3691 0.7654
H 1.7204 -0.2788 0.5187
H -0.5113 0.9296 -1.0871
H 0.0832 -0.7522 -1.2873
H -0.5885 -1.5069 0.8081
H -1.1249 0.0742 1.3651
*
```

Atom charges from the Löwdin analysis, given in e for atoms 1 to 6: atom 1 (O): -0.474, atom 2 (C): -0.579, atom 3 (C): -0.344, atom 4 (C): -0.765, atom 5 (S): -0.153, atom 6 (H): 0.068

***

[9]
The following is a quantum chemistry calculation of an isolated molecule of C3H6OS at a distorted geometry, from OMol25.

Results
largest force on an atom = 3.65 eV/A
orbital gap = 8.45 eV
SMILES string = COCC=S
lowest unoccupied orbital energy = -0.162 eV
HOMO = -8.615 eV
relative energy (zero: lowest compared OMol25 entry of this formula, charge and spin) = 214.1 kJ/mol

```
! wB97M-V def2-TZVPD RIJCOSX def2/J DEFGRID3
* xyz 0 1
C -1.6915 -0.2656 -0.3652
O -0.5473 0.3862 -0.0852
C 0.5219 -0.0471 0.6070
C 1.7931 0.6133 -0.1565
S 3.1686 -0.2167 -0.2154
H -1.5798 -0.9738 -1.2358
H -2.4208 0.4382 -0.7717
H -2.1486 -0.7934 0.4560
H 0.5183 0.3795 1.5599
H 0.6530 -1.1609 0.6498
H 1.7331 1.6403 -0.4430
*
```

Atom charges from the Löwdin analysis, given in e for atoms 1 to 6: atom 1 (C): -0.142, atom 2 (O): -0.198, atom 3 (C): -0.286, atom 4 (C): -0.584, atom 5 (S): 0.677, atom 6 (H): 0.104

***

[10]
The following is a quantum chemistry calculation of a cluster of 2 separate species, C3H6OS in total at a distorted geometry, from OMol25.

Results
largest force on an atom = 4.02 eV/A
orbital gap (alpha / beta) = 7.57 / 7.51 eV
SMILES string = C=CC.O=S
lowest unoccupied orbital energy (alpha / beta) = -1.362 / -1.371 eV
HOMO (alpha / beta) = -8.936 / -8.878 eV
relative energy (zero: lowest compared OMol25 entry of this formula, charge and spin) = 329.7 kJ/mol

```
! wB97M-V def2-TZVPD RIJCOSX def2/J DEFGRID3
* xyz 0 1
C -0.1261 0.7660 -1.1951
C 0.1609 -0.2394 -0.3273
C 0.3810 -0.0096 1.1850
H -0.2128 0.6910 -2.3774
H -0.2332 1.7155 -0.8462
H 0.5281 -1.1710 -0.7988
H 0.7130 0.9635 1.4834
H 1.0689 -0.6831 1.5924
H -0.6735 -0.2012 1.6539
O -3.7587 0.7561 -0.1032
S -2.9474 -0.5276 -0.1588
*
```

Atom charges from the Löwdin analysis, given in e for atoms 1 to 6: atom 1 (C): -0.058, atom 2 (C): -0.289, atom 3 (C): -0.109, atom 4 (H): 0.106, atom 5 (H): 0.012, atom 6 (H): 0.095

***

Q: Which formula does entry 10 have?
A: C3H6OS